No. 1
Molecular formula: C25H46CeCl2N3O6Si
Method: DFT, ωB97M-V/def2-TZVPD

ORCA input file:
```
! wB97M-V def2-TZVPD RIJCOSX def2/J DEFGRID3
* xyz 0 2
C -3.950 0.086 -3.034
C -3.736 1.538 -3.327
H -4.985 -0.088 -2.725
H -3.268 -0.256 -2.250
H -3.774 -0.547 -3.916
C -4.725 2.372 -3.695
C -6.164 2.010 -3.780
H -4.499 3.390 -4.004
H -6.485 1.399 -2.930
H -6.415 1.479 -4.705
H -6.751 2.933 -3.788
Ce 1.007 -2.516 1.114
Cl 0.212 -2.168 -1.402
C 3.179 -0.208 -0.104
O 2.471 -0.648 0.860
N 3.646 1.038 -0.160
C 3.372 1.961 0.944
C 4.152 1.622 -1.405
H 3.441 -0.854 -0.953
H 3.418 1.416 1.893
H 2.376 2.419 0.837
H 4.133 2.750 0.908
H 4.502 0.822 -2.061
H 4.973 2.307 -1.169
H 3.377 2.199 -1.928
H 5.324 -2.440 5.006
H 6.088 -4.868 4.813
C 4.318 -2.821 5.221
C 5.042 -5.175 4.965
N 4.142 -4.101 4.554
H 3.563 -2.110 4.885
C 3.223 -4.291 3.598
O 2.431 -3.410 3.185
H 4.826 -6.071 4.370
H 3.223 -5.322 3.191
H 4.251 -2.973 6.304
H 4.906 -5.402 6.033
H -3.619 -3.792 3.234
H -2.529 -1.316 1.497
C -3.380 -3.045 4.001
C -2.966 -1.093 2.478
N -2.468 -2.038 3.475
H -2.894 -3.546 4.842
C -1.150 -2.190 3.635
O -0.276 -1.624 2.915
H -2.706 -0.067 2.766
H -0.864 -2.900 4.424
H -4.313 -2.581 4.329
H -4.050 -1.207 2.431
O -1.968 1.807 -1.767
C -2.308 2.046 -3.133
C -2.615 4.548 -2.820
C -2.111 3.487 -3.573
H -3.084 4.335 -1.854
C -2.566 5.850 -3.341
H -1.669 1.403 -3.755
C -1.513 3.726 -4.819
H -2.982 6.671 -2.749
C -1.999 6.085 -4.599
C -1.471 5.021 -5.342
H -1.120 2.865 -5.367
H -1.964 7.101 -4.999
H -1.022 5.194 -6.324
Si -0.817 2.215 -0.638
Cl -1.012 -4.254 1.300
C -1.587 3.447 0.532
C 0.703 2.885 -1.513
C -0.354 0.681 0.296
H -1.856 4.387 0.032
H -0.887 3.673 1.350
H -2.499 3.020 0.974
H -1.238 0.111 0.588
H 0.260 0.871 1.186
H 0.208 0.045 -0.401
H 0.461 3.697 -2.215
H 1.188 2.083 -2.088
H 1.431 3.286 -0.792
C 3.424 -5.836 0.021
C 3.723 -4.370 0.137
O 4.860 -3.926 0.083
O 2.631 -3.623 0.294
H 4.167 -6.398 0.586
H 3.544 -6.129 -1.027
H 2.416 -6.075 0.364
*
```

Relative energy (zero: lowest compared OMol25 entry of this formula, charge and spin) ... 0.0043 eV
Lowest unoccupied orbital energy (spin up / spin down) ... 0.4 / 0.4 eV
Gap between HOMO and LUMO (spin up / spin down) ... 7.8 / 8.9 eV


No. 2
Molecular formula: C25H46Cl3FNO9S3
Method: DFT, ωB97M-V/def2-TZVPD

ORCA input file:
```
! wB97M-V def2-TZVPD RIJCOSX def2/J DEFGRID3
* xyz 1 1
C 2.485 2.692 0.899
C 2.150 2.392 2.014
C 1.355 2.227 3.255
C -0.023 1.600 2.910
C -0.791 2.573 1.993
C -2.303 2.353 1.773
C -2.814 0.937 1.390
C -2.478 -0.216 2.362
C -2.963 0.106 3.797
C -2.252 -0.752 4.860
Cl -4.729 -0.331 3.851
C -2.572 0.559 -0.143
C -1.930 -0.828 -0.345
Cl -2.164 -1.182 -2.132
C -0.377 -0.856 0.015
C 0.028 -2.076 0.879
Cl 0.665 -0.851 -1.473
C -1.774 1.601 -0.941
N -2.163 3.031 -0.689
C -2.765 3.322 0.639
C -4.315 3.311 0.436
C -5.097 3.701 1.683
O -5.481 4.789 1.933
F -5.366 2.694 2.530
S -2.360 5.089 1.037
C -3.306 6.264 0.057
O -0.969 5.348 0.752
O -2.583 5.271 2.436
H 2.834 3.072 -0.030
H 1.883 1.459 3.832
H 1.252 3.160 3.808
H 0.225 0.660 2.409
H -0.580 1.425 3.834
H -0.246 2.614 1.040
H -0.624 3.560 2.437
H -2.840 2.712 2.658
H -3.908 0.983 1.474
H -1.435 -0.526 2.371
H -3.096 -1.065 2.058
H -2.823 1.153 4.067
H -1.368 -0.205 5.206
H -2.023 -1.766 4.529
H -2.919 -0.817 5.724
H -3.551 0.487 -0.634
H -2.488 -1.634 0.121
H -0.114 0.084 0.504
H 0.973 -2.456 0.487
H -0.738 -2.848 0.945
H 0.279 -1.697 1.878
H -0.691 1.530 -0.816
H -1.942 1.414 -2.006
H -2.858 3.281 -1.398
H -1.348 3.620 -0.915
H -4.621 3.958 -0.391
H -4.671 2.314 0.147
H -3.633 5.853 -0.903
H -2.611 7.077 -0.170
H -4.133 6.675 0.638
O 4.722 -2.607 0.778
S 4.227 -3.777 0.120
O 2.849 -4.162 0.231
O 5.146 -5.016 0.513
C 5.315 -5.328 1.909
C 4.078 -5.964 2.514
C 4.650 -3.710 -1.589
H 5.609 -4.432 2.459
H 6.146 -6.028 1.965
H 3.240 -5.268 2.526
H 4.272 -6.274 3.541
H 3.769 -6.833 1.931
H 5.699 -3.444 -1.685
H 4.025 -2.947 -2.049
H 4.447 -4.677 -2.040
O 3.937 -2.668 -5.067
S 3.400 -2.001 -6.215
O 3.661 -0.616 -6.449
O 1.821 -2.243 -6.251
C 1.064 -1.858 -5.094
C 0.911 -0.353 -4.975
C 3.806 -2.907 -7.668
H 1.518 -2.281 -4.194
H 0.081 -2.315 -5.203
H 1.872 0.131 -4.804
H 0.256 -0.102 -4.139
H 0.497 0.069 -5.892
H 3.583 -3.958 -7.507
H 4.870 -2.769 -7.846
H 3.234 -2.507 -8.502
*
```

Lowest unoccupied orbital energy ... -3.3 eV
Gap between HOMO and LUMO ... 9.1 eV


No. 3
Molecular formula: C25H46ClNO12
Method: DFT, ωB97M-V/def2-TZVPD

ORCA input file:
```
! wB97M-V def2-TZVPD RIJCOSX def2/J DEFGRID3
* xyz -1 2
C -2.379 2.197 0.686
C -2.474 1.070 -0.341
C -1.477 -0.062 -0.069
Cl -2.361 -1.435 0.748
C -0.693 -0.572 -1.286
C -1.750 -1.087 -2.376
O -2.224 -0.176 -3.080
O -1.949 -2.328 -2.428
C 0.110 0.578 -1.924
C 1.521 0.832 -1.383
C 2.213 1.852 -2.302
C 1.520 1.342 0.060
N 2.319 -0.436 -1.427
O 3.403 -0.404 -0.756
C 1.609 -1.755 -1.566
C 2.464 -2.840 -0.932
C 1.453 -2.089 -3.061
C 0.256 -1.701 -0.856
H -1.565 2.890 0.456
H -3.305 2.776 0.717
H -2.216 1.797 1.692
H -2.334 1.434 -1.357
H -3.477 0.645 -0.315
H -0.783 0.232 0.718
H -0.433 1.523 -1.883
H 0.186 0.356 -2.984
H 2.732 1.338 -3.111
H 1.475 2.527 -2.740
H 2.943 2.453 -1.756
H 2.507 1.716 0.330
H 1.264 0.555 0.768
H 0.799 2.160 0.147
H 2.533 -2.716 0.149
H 3.468 -2.856 -1.354
H 1.986 -3.800 -1.139
H 0.763 -2.926 -3.174
H 1.073 -1.258 -3.646
H 2.426 -2.368 -3.478
H -0.262 -2.634 -1.090
H 0.419 -1.695 0.229
C -5.756 -2.190 1.593
C -5.903 -3.631 2.013
O -6.546 -3.759 3.305
C -7.865 -3.647 3.305
O -8.584 -3.504 2.349
O -8.290 -3.718 4.575
C -9.704 -3.590 4.726
H -5.225 -1.621 2.356
H -5.180 -2.138 0.670
H -6.730 -1.730 1.422
H -4.930 -4.095 2.159
H -6.464 -4.213 1.283
H -10.227 -4.317 4.107
H -10.028 -2.587 4.453
H -9.903 -3.774 5.778
C 9.826 -4.673 0.851
C 8.739 -5.355 0.049
O 7.544 -4.565 -0.012
C 7.566 -3.564 -0.900
O 8.480 -3.314 -1.647
O 6.424 -2.902 -0.807
C 6.296 -1.780 -1.697
H 9.461 -4.423 1.847
H 10.684 -5.340 0.953
H 10.155 -3.760 0.357
H 8.423 -6.281 0.527
H 9.073 -5.579 -0.964
H 6.479 -2.092 -2.723
H 7.006 -1.003 -1.418
H 5.279 -1.419 -1.564
C -1.340 9.265 -0.780
C -2.108 7.982 -1.010
O -1.429 6.847 -0.449
C -1.571 6.687 0.867
O -2.214 7.394 1.601
O -0.870 5.618 1.231
C -0.897 5.334 2.632
H -0.325 9.175 -1.168
H -1.836 10.088 -1.297
H -1.292 9.504 0.281
H -2.178 7.751 -2.071
H -3.113 8.037 -0.595
H -1.921 5.276 2.994
H -0.357 6.102 3.184
H -0.407 4.372 2.749
*
```

Lowest unoccupied orbital energy ... 2.3 eV
Gap between HOMO and LUMO ... 7.3 eV